1.
62
Properties=species:S:1:pos:R:3 method="wB97M-V/def2-TZVPD" charge=+2 e_above_lowest_kj_mol=48.9 homo_lumo_gap_ev="7.0 / 6.2" e_homo_ev="-13.7 / -13.8" multiplicity=4 lumo_energy_ev="-6.68 / -7.59"
Re -0.545 -0.009 -0.356
O 6.174 -1.458 0.300
C 5.669 -1.095 -0.951
C 4.229 -0.720 -0.843
C 3.488 -0.363 -1.970
C 2.157 -0.038 -1.827
N 1.519 -0.042 -0.650
C 2.242 -0.337 0.462
C 3.583 -0.684 0.390
C 1.500 -0.247 1.728
C 2.082 -0.363 2.981
C 1.303 -0.249 4.130
C 1.933 -0.366 5.480
O 3.300 -0.631 5.356
C -0.066 -0.025 3.970
C -0.578 0.097 2.696
N 0.174 -0.012 1.595
H 7.100 -1.709 0.215
H 5.768 -1.913 -1.679
H 6.208 -0.228 -1.366
H 3.949 -0.340 -2.943
H 1.583 0.272 -2.690
H 4.146 -0.944 1.271
H 3.139 -0.522 3.108
H 1.417 -1.164 6.037
H 1.760 0.578 6.024
H 3.684 -0.769 6.229
H -0.723 0.055 4.821
H -1.630 0.300 2.536
N -1.326 -0.083 -2.504
C -2.666 0.485 -2.517
C -3.743 -0.263 -2.960
C -5.025 0.265 -2.912
C -5.221 1.552 -2.437
C -4.143 2.313 -2.029
C -2.846 1.796 -2.049
C -1.746 2.611 -1.508
C -1.726 3.974 -1.817
C -0.786 4.819 -1.264
C 0.134 4.313 -0.353
C 0.151 2.962 -0.068
C -0.755 2.072 -0.652
H -0.742 0.460 -3.147
H -1.360 -1.041 -2.867
H -3.588 -1.266 -3.334
H -5.872 -0.327 -3.227
H -6.217 1.960 -2.378
H -4.299 3.308 -1.647
H -2.444 4.361 -2.522
H -0.778 5.867 -1.525
H 0.841 4.971 0.128
H 0.903 2.593 0.618
N -1.124 -4.684 -0.332
C -1.346 -3.374 -0.254
O -0.450 -2.539 -0.452
C -2.749 -2.982 0.059
C -2.827 -1.639 0.170
N -2.377 -0.552 0.110
C -3.780 -3.916 0.142
N -4.602 -4.715 0.191
H -0.197 -5.021 -0.547
H -1.857 -5.359 -0.170

2.
8
Properties=species:S:1:pos:R:3 method="wB97M-V/def2-TZVPD" charge=-1 e_above_lowest_kj_mol=49.8 homo_lumo_gap_ev=8.9 e_homo_ev=-5.0 lumo_energy_ev=3.92
C 1.905 -0.651 0.007
O 1.939 -1.743 -0.397
O 2.279 0.329 0.501
O -1.093 1.893 -0.579
O -2.192 -0.074 0.729
O 0.063 -0.122 -0.488
S -0.711 0.867 0.372
H -2.189 -0.498 -0.145

3.
9
Properties=species:S:1:pos:R:3 method="wB97M-V/def2-TZVPD" e_above_lowest_kj_mol=405.5 homo_lumo_gap_ev="8.5 / 6.8" e_homo_ev="-9.6 / -7.8" lumo_energy_ev="-1.10 / -0.97"
C -0.016 -1.043 -0.048
C 0.451 -0.376 1.017
N -0.953 -0.518 -0.825
O 0.473 1.877 -1.088
S -0.587 0.840 1.630
S -1.515 0.846 -0.186
H 0.558 -1.988 -0.318
H 1.280 -0.641 1.550
H 0.310 1.003 -1.732